[1]
Density functional theory data (ωB97M-V/def2-TZVPD) for a cluster of 2 separate species, C6H8N2O4 in total in a non-equilibrium geometry.

Output
ΔE to the lowest compared entry with this formula, charge and spin: 217.28 kcal per mole
Orbital gap (spin up / spin down): 0.2786 / 0.2786 hartree
HOMO level (spin up / spin down): -9.13 / -9.13 eV

The geometry in ORCA input format:
```
! RIJCOSX wB97M-V def2-TZVPD def2/J DEFGRID3
* xyz 0 1
C 0.106 0.685 -0.206
C -1.076 -1.350 0.159
C 0.916 0.962 0.892
C 0.287 1.063 -1.521
C -0.319 -2.350 0.590
C 0.994 0.202 2.165
N 0.931 2.163 -1.761
N -2.236 -1.114 -0.471
O 1.699 1.933 0.650
O -0.308 0.398 -2.549
O -3.252 -0.717 0.105
O -2.155 -1.178 -1.735
H -0.715 -0.443 -2.261
H 0.653 -2.132 1.067
H -0.805 -3.210 0.847
H 0.044 -0.304 2.557
H 1.728 -0.575 2.083
H 1.337 0.879 3.038
H 1.366 2.536 -0.909
H 0.807 2.553 -2.739
*
```



[2]
Density functional theory data (ωB97M-V/def2-TZVPD) for the ion C6H10FN3O with charge +2 in a non-equilibrium geometry.

Output
ΔE to the lowest compared entry with this formula, charge and spin: 98.46 kcal per mole
Orbital gap: 0.2966 hartree
HOMO level: -17.85 eV

The geometry in ORCA input format:
```
! RIJCOSX wB97M-V def2-TZVPD def2/J DEFGRID3
* xyz 2 1
C -2.320 -0.662 0.185
C -0.890 1.391 0.091
C -2.090 0.778 0.135
C 0.872 -0.184 -0.348
C 1.434 2.131 -0.267
C 1.959 -2.086 0.528
N -1.267 -1.396 -0.156
N 0.453 0.977 -0.083
N 1.638 -1.170 -0.550
O -3.103 1.606 0.159
F -1.580 -2.673 0.007
H -3.311 -1.047 0.288
H -0.930 2.562 0.076
H 0.894 2.900 0.220
H 1.524 2.460 -1.300
H 2.485 1.922 -0.045
H 3.050 -2.375 0.675
H 1.694 -3.045 0.102
H 1.536 -1.745 1.387
H 1.914 -1.484 -1.494
H -3.960 1.140 0.390
*
```



[3]
Density functional theory data (ωB97M-V/def2-TZVPD) for a cluster of 2 separate species, C5H13N2 in total in a non-equilibrium geometry.

Output
ΔE to the lowest compared entry with this formula, charge and spin: 60.74 kcal per mole
Orbital gap: 0.3285 hartree
HOMO level: -13.20 eV

The geometry in ORCA input format:
```
! RIJCOSX wB97M-V def2-TZVPD def2/J DEFGRID3
* xyz 1 1
C -0.578 -1.530 0.004
C 0.202 -0.327 0.176
C 1.605 0.008 0.045
C 2.040 1.404 0.062
C 2.578 -1.113 -0.056
N -1.870 -1.445 0.070
N -3.063 0.873 -0.029
H -0.295 -2.564 -0.245
H -0.552 0.401 0.411
H 2.787 1.487 -0.627
H 2.476 1.476 0.972
H 1.358 2.218 -0.008
H 2.670 -1.460 -1.003
H 2.267 -2.108 0.324
H 3.573 -0.965 0.450
H -2.456 -2.195 -0.299
H -2.443 -0.450 0.054
H -3.193 1.073 0.958
H -3.970 0.561 -0.307
H -2.648 1.688 -0.461
*
```



[4]
Density functional theory data (ωB97M-V/def2-TZVPD) for the molecule C7H12.

Output
ΔE to the lowest compared entry with this formula, charge and spin: 31.55 kcal per mole
Orbital gap: 0.3961 hartree
HOMO level: -9.55 eV

The geometry in ORCA input format:
```
! RIJCOSX wB97M-V def2-TZVPD def2/J DEFGRID3
* xyz 0 1
C -0.545 1.115 2.283
C 0.002 1.057 0.859
C 0.232 -0.369 0.356
C -0.892 -1.086 -0.462
C 0.088 -1.259 -1.622
C 0.605 0.074 -2.067
C 1.176 -0.556 -0.834
H -0.692 2.149 2.613
H 0.152 0.634 2.979
H -1.507 0.597 2.364
H -0.687 1.583 0.185
H 0.951 1.606 0.813
H 0.544 -1.009 1.191
H -1.783 -0.486 -0.685
H -1.207 -2.034 -0.015
H 0.171 -2.140 -2.253
H 1.255 0.056 -2.937
H -0.016 0.967 -2.003
H 2.231 -0.805 -0.752
*
```



[5]
Density functional theory data (ωB97M-V/def2-TZVPD) for a cluster of 3 separate species, C6H14O2 in total in a non-equilibrium geometry.

Output
ΔE to the lowest compared entry with this formula, charge and spin: 46.62 kcal per mole
Orbital gap: 0.3525 hartree
HOMO level: -8.94 eV

The geometry in ORCA input format:
```
! RIJCOSX wB97M-V def2-TZVPD def2/J DEFGRID3
* xyz 0 1
C 1.864 1.265 0.833
C 1.630 1.286 -0.473
C 1.530 0.036 -1.309
C 0.562 -0.942 -0.663
C 0.868 -2.160 -0.239
C -0.118 -3.103 0.387
H 1.796 2.189 1.395
H 2.092 0.383 1.422
H 1.603 2.273 -0.924
H 2.492 -0.469 -1.412
H 1.094 0.187 -2.299
H -0.460 -0.593 -0.533
H 1.892 -2.517 -0.350
H 0.209 -3.379 1.399
H -0.230 -4.040 -0.156
H -1.046 -2.555 0.566
O -2.817 3.274 1.132
H -1.901 3.338 1.437
H -3.105 2.361 1.264
O -2.418 0.796 -0.292
H -2.446 1.763 -0.229
H -3.090 0.607 -0.958
*
```



[6]
Density functional theory data (ωB97M-V/def2-TZVPD) for the ion C8H15NP with charge +1 in a non-equilibrium geometry.

Output
ΔE to the lowest compared entry with this formula, charge and spin: 146.79 kcal per mole
Orbital gap (spin up / spin down): 0.2413 / 0.2496 hartree
HOMO level (spin up / spin down): -11.61 / -11.61 eV

The geometry in ORCA input format:
```
! RIJCOSX wB97M-V def2-TZVPD def2/J DEFGRID3
* xyz 1 1
C -1.024 -1.235 -0.271
C 1.835 -1.203 0.336
C -0.307 0.953 0.159
C -1.844 -2.342 -0.085
C 2.992 -2.020 -0.080
C -0.581 2.382 0.460
C -2.697 0.357 -0.198
C 2.384 1.828 -0.291
N -1.274 0.001 -0.051
P 1.317 0.313 -0.160
H -1.427 -3.116 0.685
H -1.888 -2.986 -0.948
H -2.834 -2.055 0.123
H 2.813 -2.977 0.445
H 3.865 -1.438 0.071
H 2.683 -2.155 -1.117
H -1.283 2.566 1.350
H -0.956 2.917 -0.415
H 0.384 2.941 0.735
H -3.096 0.250 0.801
H -3.216 -0.366 -0.827
H -2.973 1.233 -0.750
H 2.155 2.361 -1.303
H 3.418 1.352 -0.169
H 2.246 2.561 0.402
*
```



Calculated total energy readings, ordered: -643.62767; -573.10809; -307.52482; -273.85828; -387.43322; -709.40079 hartree